(1)
84
Properties=species:S:1:pos:R:3:forces:R:3 method="wB97M-V/def2-TZVPD" charge=+1 relative_energy_kj_mol=0.0 max_force_ev_per_a=0.8 multiplicity=2 total_energy_ev=-110844.9257 s_squared=0.77
Ti -0.08321 -0.40174 0.21414 0.2 -0.1 0.7
C 0.32067 -4.19280 -2.08551 0.0 0.0 0.0
C 0.59660 -2.96702 -1.50234 0.0 -0.1 0.0
N -0.20942 -2.46124 -0.56681 -0.3 -0.1 -0.1
C -1.28821 -3.18265 -0.19901 0.0 0.1 0.0
C -1.56789 -4.38154 -0.84492 0.1 -0.1 0.0
N -0.77047 -4.88604 -1.77428 0.0 0.0 0.0
C -2.07865 -2.61533 0.91300 -0.1 -0.1 0.0
C -3.11140 -3.24302 1.55017 0.0 0.0 0.0
C -3.72501 -2.58612 2.65596 0.0 0.0 0.0
C -3.21978 -1.38057 3.07643 0.0 0.0 0.0
C -2.13036 -0.79122 2.40095 0.0 0.0 0.0
N -1.62812 -1.40149 1.28937 0.0 -0.1 0.1
C -1.42127 0.38478 2.77247 0.0 0.1 -0.1
C -1.75709 1.23704 3.84903 0.1 0.0 0.0
N -1.06650 2.29409 4.17603 0.0 0.0 0.0
C 0.02602 2.57566 3.40992 -0.1 0.0 0.0
C 0.38192 1.80412 2.34295 0.0 0.1 0.0
N -0.32283 0.69966 1.99635 -0.1 0.0 -0.1
C -4.85907 -3.22190 3.36206 0.0 0.0 0.0
C -4.91113 -4.59921 3.55262 0.0 0.0 0.0
C -5.99030 -5.14275 4.23242 0.0 0.0 0.0
N -6.99713 -4.42093 4.71418 0.0 0.0 0.0
C -6.94681 -3.10583 4.52607 0.0 0.0 0.0
C -5.91169 -2.46345 3.86477 0.0 0.0 0.0
H 0.98435 -4.61197 -2.83020 0.0 0.0 0.0
H 1.46207 -2.38118 -1.77666 0.0 0.0 0.0
H -2.45631 -4.94914 -0.59997 0.0 0.0 0.0
H -3.46549 -4.21161 1.23033 0.0 0.0 0.0
H -3.63131 -0.90284 3.95483 0.0 0.0 0.0
H -2.63492 1.01992 4.44875 0.0 0.0 0.0
H 0.60733 3.44522 3.68158 0.0 0.0 0.0
H 1.24577 2.03905 1.73311 0.0 0.0 0.0
H -4.11352 -5.24435 3.20799 0.0 0.0 0.0
H -6.04480 -6.21221 4.40101 0.0 0.0 0.0
H -7.77969 -2.53417 4.91937 0.0 0.0 0.0
H -5.94405 -1.39093 3.72365 0.0 0.0 0.0
Cl -0.12329 -0.53072 -3.44175 0.0 0.0 -0.1
C 1.32861 0.41238 -3.24352 0.0 0.0 0.1
C 1.99775 0.84406 -4.37155 0.1 0.1 0.0
C 3.12579 1.64184 -4.23060 -0.1 0.0 0.0
C 3.55196 2.01714 -2.96721 0.0 0.0 0.0
C 2.86454 1.57505 -1.84946 0.1 0.1 0.0
Cl 3.39089 2.10302 -0.28293 0.0 0.0 0.0
C 1.74743 0.73144 -1.93501 0.0 0.0 -0.2
N 1.08512 0.26198 -0.83781 0.3 0.3 -0.2
H 1.63357 0.56074 -5.34906 0.0 0.0 0.0
H 3.66200 1.98057 -5.10586 0.0 0.0 0.0
H 4.41296 2.65769 -2.83728 0.0 0.0 0.0
Te 1.68992 -1.93970 2.06312 0.1 -0.1 -0.1
C 3.34961 -2.48628 0.88287 0.1 -0.1 0.0
C 4.00674 -3.68092 1.16484 -0.1 0.0 0.0
C 5.08383 -4.07742 0.38522 0.0 0.0 0.0
C 5.51043 -3.28432 -0.67108 0.0 0.0 0.0
C 4.86014 -2.09020 -0.94878 0.0 0.0 0.0
C 3.77731 -1.69265 -0.17638 -0.1 0.1 0.0
C 2.56088 -0.43577 3.25016 -0.1 0.0 0.0
C 1.94667 -0.16926 4.46792 0.0 0.0 0.0
C 2.38812 0.89596 5.23975 0.0 0.0 0.0
C 3.44558 1.67957 4.80127 0.0 0.0 0.0
C 4.06602 1.39394 3.59193 0.0 0.0 0.0
C 3.62211 0.33874 2.80622 0.0 0.0 0.0
H 3.68418 -4.30080 1.99178 0.0 0.0 0.0
H 5.59234 -5.00628 0.60697 0.0 0.0 0.0
H 6.35292 -3.59607 -1.27415 0.0 0.0 0.0
H 5.19420 -1.46138 -1.76460 0.0 0.0 0.0
H 3.26558 -0.76401 -0.38747 0.0 0.0 0.0
H 1.12770 -0.78514 4.82309 0.0 0.0 0.0
H 1.90681 1.10875 6.18528 0.0 0.0 0.0
H 3.79295 2.50662 5.40618 0.0 0.0 0.0
H 4.90030 1.99579 3.25472 0.0 0.0 0.0
H 4.10233 0.13015 1.85977 0.0 0.0 0.0
C -2.62846 3.52288 -2.75289 0.0 0.0 0.0
N -2.50250 2.33180 -1.92289 0.0 0.0 0.0
C -3.51607 1.47444 -1.56732 0.0 0.0 0.1
C -2.95649 0.53671 -0.76017 0.0 0.1 0.1
N -1.61046 0.80893 -0.62374 -0.3 -0.1 -0.3
C -1.38029 1.89564 -1.34379 0.0 0.0 0.0
H -3.48894 3.40573 -3.40537 0.0 0.0 0.0
H -1.73551 3.63311 -3.36295 0.0 0.0 0.0
H -2.76231 4.40647 -2.13220 0.0 0.0 0.0
H -4.52585 1.60994 -1.91176 0.0 0.0 0.0
H -3.42263 -0.29988 -0.26970 0.0 0.0 0.0
H -0.42022 2.36944 -1.46617 0.0 0.0 0.0


(2)
46
Properties=species:S:1:pos:R:3:forces:R:3 method="wB97M-V/def2-TZVPD" charge=+1 relative_energy_kj_mol=29.3 smiles=CCC[NH+](CCC)[C@H](c1ccccc1)c1cccc(F)c1 max_force_ev_per_a=2.0 total_energy_ev=-24308.6056
C 3.24698 -0.06056 -1.79279 -0.1 0.0 -0.2
C 2.29918 -0.34632 -0.62828 0.9 0.4 0.6
C 0.98619 -0.85761 -1.11102 -0.3 -0.3 0.1
N -0.23682 -0.83901 -0.16639 -0.5 1.9 0.2
C -1.20333 -1.75683 -0.92311 -0.1 0.0 -0.3
C -2.39714 -2.31433 -0.19735 -0.6 0.2 0.5
C -3.38857 -2.96252 -1.14791 0.1 -0.1 -0.3
C -0.22040 -1.13119 1.49295 -0.6 0.3 -0.8
C -1.47959 -0.49151 2.15915 -0.3 -0.1 -0.5
C -2.59498 -1.28651 2.50240 0.1 0.1 0.3
C -3.84432 -0.73360 2.83417 0.7 -0.3 0.2
C -3.97783 0.65379 2.92248 0.0 0.1 -0.2
C -2.84924 1.46476 2.75316 0.3 -0.5 0.0
C -1.61087 0.88920 2.37422 -0.6 0.4 0.5
C 1.09798 -0.77410 2.14617 0.5 0.4 -1.0
C 2.00497 -1.81420 2.38566 -0.8 -0.3 0.4
C 3.31948 -1.56026 2.73174 0.3 0.6 0.4
C 3.78315 -0.23330 2.85520 -0.8 -0.8 -0.4
C 2.86084 0.78351 2.65584 0.2 0.8 -0.1
F 3.29707 2.08452 2.76149 -0.5 -1.2 -0.1
C 1.53166 0.56512 2.28676 0.4 -0.7 0.6
H 4.19331 0.34554 -1.41418 -0.3 -0.1 -0.1
H 3.46494 -0.97755 -2.35832 0.0 0.2 0.1
H 2.80642 0.66806 -2.48484 0.2 -0.1 0.1
H 2.77729 -1.08445 0.01955 -0.1 0.1 0.0
H 2.18655 0.54924 -0.01409 0.0 0.0 -0.3
H 0.62055 -0.25777 -1.95373 0.2 -0.2 0.0
H 1.11275 -1.89746 -1.45515 -0.1 0.5 0.2
H -0.61499 0.14952 -0.23380 0.4 -1.4 0.1
H -1.52897 -1.12625 -1.76280 0.0 -0.4 0.0
H -0.62046 -2.61310 -1.31559 -0.2 0.6 0.2
H -2.10445 -3.06792 0.54610 0.1 0.2 -0.2
H -2.92122 -1.52202 0.34385 0.1 -0.2 -0.3
H -4.24286 -3.35051 -0.58539 0.2 0.0 -0.1
H -3.76139 -2.23843 -1.87537 0.0 -0.1 0.0
H -2.92624 -3.78953 -1.69345 -0.1 0.0 0.0
H -0.35114 -2.17203 1.20582 0.2 -0.5 1.9
H -2.45260 -2.36764 2.53094 -0.3 0.3 -0.2
H -4.68313 -1.40892 3.06240 0.5 0.5 -0.1
H -4.96127 1.08649 3.13839 0.5 -0.1 0.0
H -2.91524 2.54376 2.95090 0.1 -0.6 -0.2
H -0.74901 1.54863 2.40219 -0.5 -0.1 -0.5
H 1.59987 -2.83704 2.40458 0.5 0.4 -0.3
H 3.98079 -2.39488 2.95060 0.0 0.2 -0.1
H 4.81819 -0.02369 3.06319 0.1 0.2 0.2
H 0.89012 1.42936 2.15976 0.4 -0.2 -0.2